# 1
21
Properties=species:S:1:pos:R:3:forces:R:3 method="wB97M-V/def2-TZVPD" de_lowest_kcal_mol=18.7 s2=0.75 total_energy_ev=-10967.888 lumo_energy_ev="0.1 / 0.1" spin_multiplicity=2
C -0.8908 2.5679 1.0170 -1.44 0.84 1.85
C -0.4632 1.2271 1.6165 1.99 -0.55 -1.77
C -1.9317 -0.3956 0.3695 -1.34 -0.99 -0.90
N -0.7144 0.0990 0.7438 -0.10 -0.82 -1.05
H -1.9031 2.5135 0.6006 0.25 0.00 -0.15
H -0.9564 3.3175 1.8398 -0.07 -0.41 -0.31
H -0.2102 3.0475 0.3294 0.31 -0.53 -0.51
H 0.6445 1.3025 1.6107 -0.46 -0.29 0.66
H -0.7941 0.9278 2.6114 -0.34 0.74 0.11
H -1.9284 -1.2837 -0.3274 -0.14 1.98 1.34
H -2.8883 0.0218 0.6463 0.23 0.42 0.35
H -0.0058 -0.3601 0.1709 0.42 0.78 0.99
H 2.5199 0.1144 -0.1442 -0.12 0.04 0.15
H 2.5759 -1.3471 -0.3051 -0.22 -0.14 0.14
O 2.2849 -0.6899 0.3338 0.25 0.16 0.16
H -1.6146 -3.4126 -0.9487 0.18 0.03 -0.03
H -0.3116 -2.7252 -1.4166 -0.07 -0.14 -0.02
O -0.9955 -2.7029 -0.7374 0.58 -1.06 -0.48
H 3.1504 -1.2767 -2.6653 -0.11 0.29 -0.67
H 2.0000 -0.2115 -3.0116 0.34 -0.24 -0.39
O 2.4324 -0.7337 -2.3333 -0.14 -0.10 0.55

***

# 2
21
Properties=species:S:1:pos:R:3:forces:R:3 method="wB97M-V/def2-TZVPD" de_lowest_kcal_mol=49.1 total_energy_ev=-10962.879 lumo_energy_ev=-2.8 charge=+1
O -0.4426 -2.5108 -0.3106 1.25 -2.62 1.43
C -1.2812 -1.5446 -0.7949 -1.75 1.33 -0.25
C -0.2852 -0.3391 -1.0668 -0.62 0.10 -1.02
N 0.9883 -0.5548 -0.2911 0.96 1.90 0.28
C 2.0809 0.4523 -0.5960 3.17 -3.96 -2.96
H -0.5961 -3.4849 -0.4110 -0.67 1.64 -0.19
H -1.5906 -1.8489 -1.8016 -0.77 0.24 0.34
H -2.2735 -1.2519 -0.0834 2.90 -0.81 -1.81
H -0.7486 0.6151 -0.7009 0.68 -0.70 -0.74
H -0.0120 -0.3274 -2.2495 -0.48 0.25 3.08
H 1.3160 -1.5193 -0.3934 -0.05 0.19 -0.56
H 0.9502 -0.4753 0.7367 -1.48 -0.06 0.13
H 2.4487 0.1192 -1.7057 -0.64 1.13 2.67
H 2.9417 0.2527 0.1077 -0.98 -0.01 -0.77
H 1.9563 1.4909 -0.5990 -1.51 1.31 0.20
H -0.7092 4.7476 0.6042 0.55 0.74 0.50
H -1.6508 4.2973 -0.4497 -0.29 -0.05 -0.26
O -1.1683 3.9752 0.3117 -0.24 -0.77 -0.25
H -0.4193 0.5235 2.3217 -0.88 1.28 -0.03
H 0.1594 -0.5477 3.1865 0.18 -0.20 -0.07
O 0.1387 -0.2292 2.2766 0.66 -0.94 0.30

***

# 3
21
Properties=species:S:1:pos:R:3:forces:R:3 method="wB97M-V/def2-TZVPD" de_lowest_kcal_mol=12.7 total_energy_ev=-10964.457 lumo_energy_ev=-2.8 charge=+1
C -0.1402 -1.1536 -0.9021 -0.82 -1.91 -2.38
C -0.2265 0.0978 -1.7452 0.90 1.60 0.73
C -1.4819 0.8963 -1.4077 0.37 0.20 0.85
O -1.4420 1.0854 0.0296 0.07 -0.79 -0.02
N 0.4806 -1.0219 0.4050 0.84 1.78 0.65
H 0.3566 -1.9703 -1.4485 0.75 0.55 0.23
H -1.1125 -1.6549 -0.8899 -0.31 0.59 0.97
H 0.6182 0.7614 -1.4816 -0.16 -0.16 0.27
H 0.0051 -0.0119 -2.7982 -0.69 -0.68 -0.27
H -1.4766 1.8931 -1.8310 -0.11 -0.10 -0.66
H -2.3974 0.3530 -1.6348 -0.03 0.07 -0.23
H -1.5047 2.0091 0.2484 -0.11 0.49 -0.03
H 1.4439 -0.6537 0.3020 0.70 -1.06 -0.46
H 0.4267 -1.8752 0.9511 0.10 0.13 0.27
H 0.1969 -0.1928 0.9554 -1.60 -0.61 0.19
H -0.5717 0.2149 3.7880 -0.46 -0.17 -0.86
H -1.6942 0.5106 2.7622 -0.71 0.44 -0.04
O -0.9065 0.0000 2.8897 1.32 -0.32 0.75
H 3.3717 0.6851 -0.6238 0.28 0.61 -0.49
H 3.8467 -0.6443 -0.0504 0.53 -0.33 -0.02
O 3.1397 -0.0072 -0.0194 -0.87 -0.32 0.53

***

# 4
21
Properties=species:S:1:pos:R:3:forces:R:3 method="wB97M-V/def2-TZVPD" de_lowest_kcal_mol=13.0 total_energy_ev=-10964.443 lumo_energy_ev=-2.9 charge=+1
C 0.2718 1.5543 -0.6432 -0.94 1.44 -0.39
O -0.2391 0.9045 -1.7888 0.33 -0.78 0.08
C 0.1326 0.7733 0.6451 0.17 -0.39 0.96
C 0.2473 1.6741 1.9110 -0.36 -1.82 -1.08
N -1.2342 0.1257 0.5480 0.03 -0.09 -0.36
H 1.2277 2.0522 -0.7976 0.39 -0.54 0.13
H -0.4218 2.4029 -0.5603 0.07 0.03 0.19
H 0.3377 0.1801 -2.0741 0.11 0.05 -0.04
H 0.8404 -0.0420 0.7359 0.07 -0.27 -0.29
H -0.5143 1.3336 2.6128 -0.33 0.68 -0.01
H 0.1701 2.6748 1.5265 -0.05 0.69 0.80
H 1.1537 1.4209 2.4353 0.60 0.54 -0.09
H -1.3238 -0.8452 0.9006 0.50 0.19 0.45
H -1.9577 0.7343 0.9246 -0.09 -0.04 -0.05
H -1.3573 0.0124 -0.4637 -0.41 0.23 -0.35
H 0.1504 -2.8465 1.2390 0.11 0.05 0.03
H -1.2383 -3.3227 0.8555 -0.15 -0.02 -0.03
O -0.7312 -2.5232 1.0293 -0.02 -0.13 0.01
H 2.2195 -1.8432 -2.8340 0.12 -0.14 -0.04
H 0.9114 -2.1838 -3.5260 -0.06 -0.15 -0.18
O 1.3552 -2.2365 -2.6760 -0.09 0.46 0.24

***

# 5
22
Properties=species:S:1:pos:R:3:forces:R:3 method="wB97M-V/def2-TZVPD" de_lowest_kcal_mol=62.1 total_energy_ev=-13017.224 lumo_energy_ev=3.9 charge=-1
C -0.7000 -0.4436 0.1238 3.61 -3.68 -2.29
O 0.5157 0.0301 0.6268 -0.41 0.02 -0.38
C -0.9351 -0.4036 -1.4529 -0.82 -2.50 -0.55
C -1.6755 0.8501 -2.0281 4.69 2.39 0.95
N 0.2799 -0.9434 -2.1490 -0.97 0.99 0.01
H -1.5183 0.0288 0.4570 -3.25 1.75 1.98
H -0.7156 -1.6022 0.3257 -0.60 2.01 -0.13
H -1.5875 -1.3141 -1.6436 -0.29 1.29 0.59
H -1.9531 1.5209 -1.0998 0.63 -0.83 -2.12
H -0.8470 1.4058 -2.8331 -2.26 -0.98 2.58
H -2.5080 0.7192 -2.6339 -1.67 -0.79 -0.85
H 0.3484 -0.5152 -3.0752 0.52 -0.03 0.60
H 1.0381 -0.7242 -1.5225 0.71 0.42 -0.25
H 1.4516 -3.0489 0.8463 -2.50 2.28 2.73
H 0.8577 -1.5005 1.4716 0.11 -2.92 -0.65
O 0.7976 -2.6002 1.5785 2.63 0.91 -2.25
H -0.8501 0.1985 3.0704 -1.97 -3.12 0.18
H 0.2591 0.8101 2.4233 -0.86 0.59 0.16
O -0.4555 1.0141 3.0985 2.64 2.52 -0.55
H 1.0751 1.5544 -0.2378 1.86 1.55 0.01
H 2.0040 2.5809 0.4803 0.15 0.09 0.58
O 1.7485 2.3652 -0.4092 -1.94 -1.94 -0.35

***

# 6
22
Properties=species:S:1:pos:R:3:forces:R:3 method="wB97M-V/def2-TZVPD" de_lowest_kcal_mol=63.5 total_energy_ev=-13017.165 lumo_energy_ev=3.8 charge=-1
C -0.4284 -0.5736 -1.5282 0.69 -1.74 4.08
O 0.4351 -0.0880 -0.5404 0.58 -0.52 -0.43
C -1.7200 -1.0575 -0.7396 -0.55 1.28 0.78
C -1.3602 -2.3100 0.0015 -0.38 -2.84 -4.08
N -1.9418 -0.1123 0.4185 5.68 -4.04 0.63
H 0.0706 -1.3272 -2.0905 0.25 -1.92 -0.22
H -0.5700 0.0621 -2.2970 -1.38 3.24 -2.37
H -2.6257 -1.2334 -1.3975 0.79 0.57 0.79
H -1.5987 -3.1769 -0.8077 1.01 1.24 2.06
H -0.3398 -2.2492 0.2508 1.66 -0.19 -0.18
H -1.7847 -2.5511 0.9228 -1.70 0.01 1.20
H -0.8768 0.2249 0.6119 -2.73 -0.80 -0.66
H -2.4953 0.6050 0.3056 -3.58 4.74 -1.25
H 1.8776 -0.2668 0.6441 -0.08 -0.59 -0.56
H 2.7375 -0.8581 1.8510 -0.05 0.72 -1.83
O 2.7974 -0.4448 0.9386 0.10 -0.67 1.98
H 1.5334 1.0123 2.1471 -0.57 1.44 -0.39
H 1.2182 1.7627 0.8331 -0.62 0.60 1.73
O 1.1122 1.8574 1.8327 0.97 -1.56 -0.80
H 0.7270 1.4704 -0.8765 1.76 -2.47 -0.38
H -0.5417 1.8487 -0.7445 0.08 1.11 0.21
O 0.3194 2.3141 -0.8164 -1.94 2.39 -0.31

***

# 7
22
Properties=species:S:1:pos:R:3:forces:R:3 method="wB97M-V/def2-TZVPD" de_lowest_kcal_mol=19.2 total_energy_ev=-13019.085 lumo_energy_ev=4.0 charge=-1
C 1.4809 -0.2369 1.6318 -0.15 0.40 -1.22
C 0.8009 -1.2329 0.6686 0.06 -0.92 1.33
C -0.6406 -0.8830 0.2797 0.54 1.56 -1.04
O -0.7019 0.4663 -0.1341 -0.19 -0.38 0.67
N 2.9106 -0.0083 1.3815 0.68 -0.02 -0.42
H 1.3590 -0.6306 2.6407 -0.15 0.36 0.17
H 0.9692 0.7177 1.4619 -0.07 -0.18 0.60
H 1.3624 -1.4440 -0.2430 0.21 0.50 -0.02
H 0.8254 -2.1748 1.2436 -0.27 -0.21 -0.47
H -1.3795 -1.0273 1.0835 0.16 -0.51 -0.05
H -0.8340 -1.4762 -0.6243 -0.63 -0.58 0.45
H 3.0450 0.8827 0.9091 -0.33 0.00 0.20
H 3.2365 -0.6412 0.6540 -0.09 -0.23 0.29
H 1.1969 2.3177 -1.0109 0.08 -0.30 -0.21
H 0.4860 0.9407 -0.6990 0.13 0.34 -0.81
O 1.2658 1.3891 -1.2784 0.08 0.30 0.54
H -3.4138 0.6401 0.2138 -0.57 -0.12 0.00
H -2.0556 1.0088 -0.2959 -0.23 0.23 -0.21
O -3.0812 1.2530 -0.4439 0.89 0.13 0.48
H -2.6570 0.5264 -1.9926 -0.55 -0.80 -0.12
H -1.6113 -0.1629 -2.8132 -0.30 -0.25 0.00
O -2.5635 -0.2246 -2.6331 0.71 0.68 -0.16

***

# 8
22
Properties=species:S:1:pos:R:3:forces:R:3 method="wB97M-V/def2-TZVPD" de_lowest_kcal_mol=18.2 total_energy_ev=-13011.838 lumo_energy_ev=-3.1 charge=+1
O 1.2519 -1.5121 1.2205 0.09 -0.06 -0.20
C 1.5355 -0.4842 0.6670 -0.33 -0.40 0.87
C 0.7853 0.7929 0.9892 0.02 0.74 -1.20
N 0.0429 1.2610 -0.2764 0.00 -1.30 1.18
C -0.3701 2.6608 -0.1788 -0.82 1.21 -0.90
H 2.3639 -0.4178 -0.0445 0.11 0.04 -0.15
H 0.0793 0.6854 1.8058 -0.04 -0.13 -0.03
H 1.5229 1.5752 1.2021 -0.16 -0.10 0.10
H 0.6281 0.9926 -1.0917 -0.19 0.35 -0.04
H -0.8050 0.6496 -0.3758 0.53 0.18 -0.35
H 0.4385 3.2679 0.2656 -0.70 -0.26 -0.13
H -1.3460 2.7097 0.3204 0.66 0.02 0.66
H -0.6640 3.0720 -1.1648 0.73 -0.39 0.23
H 1.5193 0.0084 -3.1685 0.07 -0.04 -0.13
H 0.8552 -1.0399 -2.2487 0.04 0.05 -0.09
O 1.3185 -0.1921 -2.2498 -0.08 -0.01 0.03
H -2.4710 -1.7899 2.0558 0.26 0.30 -0.38
H -0.9850 -2.0272 1.9267 0.43 0.03 -0.26
O -1.6985 -1.5202 1.5243 -0.78 -0.23 0.76
H -2.0352 -1.1113 -0.1569 -0.02 -0.69 -0.53
H -2.0514 -1.2563 -1.8057 -0.26 -0.12 0.67
O -1.8154 -0.7321 -1.0308 0.44 0.80 -0.12

***

# 9
22
Properties=species:S:1:pos:R:3:forces:R:3 method="wB97M-V/def2-TZVPD" de_lowest_kcal_mol=22.7 total_energy_ev=-13011.643 lumo_energy_ev=-3.1 charge=+1
C 1.5596 -0.6052 1.3119 1.02 -0.04 -0.16
C 1.9782 0.7087 0.6457 -1.04 0.38 -0.64
C 0.9712 1.1342 -0.4069 -1.21 -0.54 -0.06
O 0.6837 0.4069 -1.3314 0.43 0.10 -0.09
N 1.2315 -1.6154 0.2557 0.00 -0.32 -0.25
H 0.7183 -0.5642 1.9928 -0.04 0.19 -0.02
H 2.4740 -0.9225 1.8111 -0.35 -0.44 0.31
H 2.9071 0.5295 0.1006 0.24 0.30 0.33
H 2.0241 1.5070 1.3827 0.55 -0.17 0.13
H 0.3408 2.0273 -0.2717 0.49 0.34 0.17
H 0.3527 -1.3414 -0.1895 0.06 0.02 -0.15
H 1.0944 -2.5716 0.5881 -0.17 0.14 0.54
H 1.9344 -1.6434 -0.4847 -0.03 0.21 -0.02
H -1.0970 -3.9456 0.8431 0.07 -0.16 0.26
H -1.5717 -2.5497 1.1115 -0.01 0.12 0.16
O -0.8675 -3.1612 1.3599 -0.08 -0.02 -0.53
H -2.2604 -0.2744 1.8451 -0.09 0.18 0.11
H -2.0604 0.9427 0.9372 -0.11 0.00 -0.04
O -1.6136 0.1632 1.2825 0.25 -0.27 -0.08
H -3.5140 4.2765 -3.8748 -0.01 -0.03 0.08
H -2.5174 3.8192 -4.9140 0.07 -0.08 0.02
O -2.7684 3.6795 -3.9950 -0.06 0.10 -0.08

***

# 10
25
Properties=species:S:1:pos:R:3:forces:R:3 method="wB97M-V/def2-TZVPD" total_energy_ev=-27951.020 lumo_energy_ev=2.7 charge=-1
O 1.0092 0.4981 0.1878 -0.24 0.49 -1.09
C -0.1208 0.9084 -0.2020 -1.04 0.55 -0.54
O -0.5378 2.0752 -0.2828 0.56 -0.06 0.33
C -1.1247 -0.2188 -0.6044 1.79 -0.32 -0.26
C -2.2309 0.2707 -1.4885 -1.16 2.69 -0.84
S -3.8818 -0.4742 -1.1598 0.53 -0.44 -0.03
N -0.3302 -1.3565 -1.1555 -0.50 -0.22 -1.17
H -1.5401 -0.5198 0.3485 -0.32 -0.29 0.30
H -2.3833 1.3755 -1.2980 0.33 -1.23 0.58
H -2.0668 0.3973 -2.5838 0.42 -1.19 0.58
H -4.5607 0.4221 -1.8681 -0.18 0.16 -0.11
H 0.6584 -1.2188 -0.9851 0.04 0.24 1.13
H -0.2650 -1.2196 -2.1662 -0.77 -0.20 -0.05
H 3.6956 1.9623 1.5356 0.03 -0.11 -0.20
H 3.9079 0.4511 1.5412 -0.10 -0.02 0.04
O 4.3417 1.2746 1.7827 0.10 0.09 0.15
H -0.7268 -3.9430 0.5915 -0.15 -0.10 -0.13
H -1.9553 -3.6644 -0.2287 0.08 -0.01 -0.08
O -1.5328 -4.3723 0.2723 0.12 0.18 0.13
H 1.5355 3.2068 0.7712 0.29 0.50 0.01
H 1.8695 1.9161 0.2406 0.90 0.21 0.03
O 2.3518 2.7688 0.4877 -1.04 -0.51 0.04
H 0.9674 -0.6920 1.5752 0.49 0.73 0.52
H 1.5746 0.5367 2.2671 -0.14 -0.16 -0.27
O 1.3455 -0.3843 2.4216 -0.04 -0.97 0.91

***

# 11
20
Properties=species:S:1:pos:R:3:forces:R:3 method="wB97M-V/def2-TZVPD" de_lowest_kcal_mol=0.0 total_energy_ev=-7708.124 lumo_energy_ev=3.0 charge=-1
C -0.0368 2.4086 -1.7957 0.74 -0.19 -0.91
Sr 1.3043 1.8724 0.2812 -0.45 0.32 1.41
N 1.0035 0.0377 2.1775 -0.23 -0.57 0.67
H -0.4045 3.2773 1.4064 0.28 -0.26 -0.04
H 0.0951 -0.4245 2.1800 0.09 -0.04 0.09
H 2.9999 1.7460 2.1029 0.42 0.07 -0.30
H 0.1758 3.5022 -1.7847 -0.40 -0.52 -0.44
H -1.0999 2.2009 -1.6366 -0.06 0.26 -0.10
H 0.3617 1.8816 -2.7034 -0.45 0.67 0.22
H 1.7357 -0.6784 2.1116 -0.30 0.44 0.12
H 1.1251 0.5020 3.0951 0.08 -0.14 -0.97
C -0.3621 -2.6336 -0.2038 0.20 -0.31 -0.22
C -1.2870 -1.5659 -0.7274 0.31 1.07 0.00
O -0.4635 -0.4082 -1.0260 -0.83 -0.55 -0.29
H 0.3206 -2.9444 -1.0007 -0.02 0.02 0.12
H -0.9174 -3.5113 0.1261 -0.06 -0.04 0.04
H 0.2456 -2.2778 0.6315 -0.15 0.09 -0.06
H -1.8078 -1.8956 -1.6398 0.09 -0.01 0.25
H -2.0409 -1.2894 0.0321 0.16 -0.10 -0.26
H -0.9472 0.2004 -1.6263 0.59 -0.20 0.68

***

# 12
21
Properties=species:S:1:pos:R:3:forces:R:3 method="wB97M-V/def2-TZVPD" de_lowest_kcal_mol=66.4 total_energy_ev=-20313.357 lumo_energy_ev=0.7 smiles=CCSC.O.O.O
C 2.1195 -0.6387 -1.5971 0.07 1.02 -0.66
C 0.5986 -0.1370 -1.4013 0.24 -2.64 0.30
S 0.0259 0.2579 0.3740 0.83 -1.21 -1.00
C -1.3887 1.1657 -0.1913 -1.08 0.85 -2.10
H 2.5202 -1.6596 -1.6487 -1.27 -0.59 1.83
H 2.1905 -0.6913 -2.7499 0.58 1.94 1.32
H 2.8559 -0.0443 -0.8785 -1.34 -0.81 -2.36
H 0.4393 0.7459 -2.0388 0.26 -0.11 0.48
H -0.1119 -0.9484 -1.8135 1.02 1.22 0.71
H -0.7784 1.6953 -0.9942 -2.14 0.09 0.57
H -1.8448 1.8928 0.4889 0.75 -0.10 0.18
H -2.3270 0.6429 -0.6319 1.97 0.20 0.49
H -0.0486 4.7799 0.5200 -0.25 0.15 0.09
H -0.0640 3.4352 -0.0833 0.84 -1.32 -0.52
O -0.6551 4.0886 0.2304 -0.51 1.32 0.53
H -0.9764 -0.5714 4.0936 -2.07 -1.62 0.67
H -0.8277 0.4531 2.8370 0.56 -1.52 2.30
O -0.4307 0.0337 3.6755 1.52 3.12 -2.82
H -0.1801 -5.2575 -0.0478 -0.27 0.90 0.88
H -0.8052 -4.7782 1.3301 0.77 0.32 -1.31
O -0.3115 -4.4648 0.5267 -0.50 -1.22 0.40

***

Copy entry 11 word for word.
20
Properties=species:S:1:pos:R:3:forces:R:3 method="wB97M-V/def2-TZVPD" de_lowest_kcal_mol=0.0 total_energy_ev=-7708.124 lumo_energy_ev=3.0 charge=-1
C -0.0368 2.4086 -1.7957 0.74 -0.19 -0.91
Sr 1.3043 1.8724 0.2812 -0.45 0.32 1.41
N 1.0035 0.0377 2.1775 -0.23 -0.57 0.67
H -0.4045 3.2773 1.4064 0.28 -0.26 -0.04
H 0.0951 -0.4245 2.1800 0.09 -0.04 0.09
H 2.9999 1.7460 2.1029 0.42 0.07 -0.30
H 0.1758 3.5022 -1.7847 -0.40 -0.52 -0.44
H -1.0999 2.2009 -1.6366 -0.06 0.26 -0.10
H 0.3617 1.8816 -2.7034 -0.45 0.67 0.22
H 1.7357 -0.6784 2.1116 -0.30 0.44 0.12
H 1.1251 0.5020 3.0951 0.08 -0.14 -0.97
C -0.3621 -2.6336 -0.2038 0.20 -0.31 -0.22
C -1.2870 -1.5659 -0.7274 0.31 1.07 0.00
O -0.4635 -0.4082 -1.0260 -0.83 -0.55 -0.29
H 0.3206 -2.9444 -1.0007 -0.02 0.02 0.12
H -0.9174 -3.5113 0.1261 -0.06 -0.04 0.04
H 0.2456 -2.2778 0.6315 -0.15 0.09 -0.06
H -1.8078 -1.8956 -1.6398 0.09 -0.01 0.25
H -2.0409 -1.2894 0.0321 0.16 -0.10 -0.26
H -0.9472 0.2004 -1.6263 0.59 -0.20 0.68